w:
Computed, not measured: 2 unconnected molecules or ions with the total composition C2H10N2, with ωB97M-V/def2-TZVPD.

Properties
Spin multiplicity   1
SMILES string   CN.CN
Frontier orbital gap   10.15 eV
LUMO   0.03223 Eh

Last column: natural (NBO) charge in e.
Positions of all 14 atoms, in Å:
C (0.9353, 0.6898, -1.7545)  -0.4109
N (-0.2943, 0.8023, -2.5342)  -0.8326
H (1.7200, 0.2371, -2.3664)  0.1898
H (1.2610, 1.7004, -1.4828)  0.1931
H (0.8617, 0.1098, -0.8204)  0.1613
H (-0.9476, 1.4204, -2.0659)  0.3492
H (-0.7666, -0.0874, -2.6360)  0.3499
C (0.1497, -0.2525, 2.3242)  -0.4084
N (-0.8552, -1.2333, 1.9434)  -0.8348
H (0.8738, -0.0355, 1.5253)  0.1596
H (-0.3207, 0.6821, 2.6084)  0.1922
H (0.7178, -0.6193, 3.1774)  0.1905
H (-0.4105, -2.0655, 1.5854)  0.3505
H (-1.4775, -0.8776, 1.2310)  0.3505

x:
Computed, not measured: 2 unconnected molecules or ions with the total composition C2H10N2, with ωB97M-V/def2-TZVPD.

Properties
Spin multiplicity   1
SMILES string   CNC.N
Frontier orbital gap   9.97 eV
LUMO   0.03720 Eh

Last column: natural (NBO) charge in e.
Positions of all 14 atoms, in Å:
N (-3.4697, -0.0596, -0.0618)  -1.0677
H (-3.9038, -0.0043, 0.8543)  0.3523
H (-3.4774, 0.8794, -0.4469)  0.3502
H (-2.4689, -0.2054, 0.1211)  0.3635
C (1.3045, 1.0373, -0.5584)  -0.4174
N (0.6269, -0.1869, -0.1374)  -0.6245
C (1.4910, -1.0450, 0.6810)  -0.4149
H (1.8541, 1.4987, 0.2582)  0.1941
H (2.0051, 0.8687, -1.3907)  0.1623
H (0.5696, 1.7116, -1.0021)  0.1964
H (0.4039, -0.6965, -0.9815)  0.3482
H (2.2538, -1.5215, 0.0539)  0.1666
H (0.8658, -1.8030, 1.1340)  0.1989
H (1.9453, -0.4736, 1.4765)  0.1922

y:
Computed, not measured: 2 unconnected molecules or ions with the total composition C2H10N2, with ωB97M-V/def2-TZVPD.

Properties
Spin multiplicity   1
SMILES string   CCN.N
Frontier orbital gap   9.51 eV
LUMO   0.03789 Eh

Last column: natural (NBO) charge in e.
Positions of all 14 atoms, in Å:
N (0.1531, -1.8831, -2.0994)  -1.0792
H (0.1023, -0.8821, -2.0045)  0.3584
H (-0.4593, -2.1552, -2.8549)  0.3612
H (1.0751, -2.1944, -2.3581)  0.3651
C (0.1439, 1.7916, 1.0393)  -0.6233
C (0.3429, 0.2883, 1.1554)  -0.2166
N (-0.8176, -0.4533, 0.6626)  -0.8790
H (-0.5910, 2.1470, 1.7611)  0.2022
H (1.0616, 2.3641, 1.1981)  0.2071
H (-0.2104, 2.0079, 0.0280)  0.2011
H (1.2278, -0.0751, 0.6421)  0.1870
H (0.4089, -0.0193, 2.2055)  0.1774
H (-0.7409, -0.9319, -0.2182)  0.3829
H (-1.6966, -0.0042, 0.8430)  0.3556

Of all the structures shown, which is most stable? y, and w is the least stable.